# C5H4O2

The molecule C5H4O2 (ωB97M-V/def2-TZVPD, the OMol25 dataset).

Results
SMILES   O=C1C=CCC1=O
ΔE to the lowest compared entry with this formula, charge and spin   49.75 kcal per mole
HOMO level   -9.379 eV

Positions of all 11 atoms, in Å:
1 C -0.33 1.14 -0.30
2 C -1.14 -0.12 -0.19
3 C 1.14 -0.77 0.11
4 O 1.66 1.40 1.09
5 H 2.09 -1.30 0.09
6 H -1.41 0.62 0.75
7 H -0.30 -2.25 -0.50
8 C 1.00 0.66 0.41
9 O -0.52 2.26 -0.69
10 C -0.08 -1.22 -0.20
11 H -2.11 -0.41 -0.58


# C5H11NO

The molecule C5H11NO (ωB97M-V/def2-TZVPD, the OMol25 dataset).

Results
SMILES   CCN(C)C(C)=O
ΔE to the lowest compared entry with this formula, charge and spin   9.30 kcal per mole
HOMO level   -9.145 eV

Positions of all 18 atoms, in Å:
1 N -0.31 0.18 0.27
2 H 1.43 0.88 -1.75
3 H -0.47 2.06 -0.64
4 H 0.51 -0.94 1.90
5 H -1.95 -2.13 0.11
6 H -0.33 0.57 2.32
7 C 0.26 1.49 -0.04
8 C -1.04 -2.04 -0.50
9 C -0.70 -0.59 -0.79
10 H -0.22 -2.54 0.02
11 H -1.20 -2.52 -1.47
12 O -0.73 -0.14 -1.93
13 C 1.59 1.40 -0.80
14 H 0.41 2.03 0.90
15 H 2.34 0.85 -0.23
16 H 1.98 2.40 -1.02
17 H -1.27 -0.85 1.84
18 C -0.34 -0.29 1.64


# CH2N3O5

The ion CH2N3O5 with charge -1 (ωB97M-V/def2-TZVPD, the OMol25 dataset).

Results
Multiplicity   3
Total charge   -1
ΔE to the lowest compared entry with this formula, charge and spin   35.85 kcal per mole
Expectation value of S²   2.008
HOMO level (spin up / spin down)   -1.223 / -5.526 eV

Positions of all 11 atoms, in Å:
1 H -2.03 -0.21 0.11
2 H -1.05 1.18 0.59
3 C -0.36 -1.64 -0.16
4 O -1.42 -1.86 0.37
5 N 1.55 1.06 0.18
6 O 2.40 1.81 -0.15
7 O 0.80 0.58 -0.95
8 N -1.41 0.64 -0.16
9 O 1.17 0.81 1.30
10 N -0.34 -0.15 -0.78
11 O 0.69 -2.23 -0.34


# C17H29NO5P2W

A structure of composition C17H29NO5P2W (ωB97M-V/def2-TZVPD, the OMol25 dataset).

Results
Total charge   +2
ΔE to the lowest compared entry with this formula, charge and spin   20.91 kcal per mole
HOMO level (spin up / spin down)   -14.150 / -14.165 eV

Positions of all 55 atoms, in Å:
1 H -0.88 3.39 2.99
2 C 1.62 3.52 -0.98
3 H -0.63 1.31 -5.13
4 H 2.26 4.13 1.95
5 H 0.92 3.42 -1.82
6 O 0.92 -0.35 2.29
7 P -1.42 1.23 2.08
8 O 0.84 0.12 -1.62
9 H 2.24 -2.83 0.60
10 P 0.90 2.75 0.49
11 H 2.35 0.27 -3.68
12 C -2.84 2.02 -2.04
13 C -1.24 1.51 -4.26
14 H 0.35 -2.45 -0.57
15 C 1.45 -2.38 1.20
16 C -5.28 3.36 -2.51
17 H 2.55 3.01 -1.23
18 H -0.59 -2.49 0.77
19 C 2.06 3.06 1.85
20 C -3.15 0.76 1.82
21 H 3.00 2.55 1.63
22 C 1.73 -0.93 1.52
23 O -1.31 0.97 -0.63
24 H -5.63 2.44 -2.03
25 W 0.23 0.40 0.33
26 H -6.12 3.87 -2.97
27 H -1.25 -0.23 3.99
28 H 1.04 0.30 -4.87
29 H -0.39 4.73 1.03
30 C 0.44 0.39 -2.79
31 C -1.37 3.08 2.06
32 C -3.25 2.43 -3.32
33 C -1.64 1.36 -1.89
34 H -4.82 4.01 -1.77
35 H -2.39 3.47 2.11
36 H 1.67 2.68 2.78
37 H -0.15 1.13 4.14
38 C -2.42 2.16 -4.43
39 H 1.21 -2.97 2.07
40 H -3.26 -0.31 1.99
41 C -0.63 3.68 0.86
42 H -1.88 1.36 4.44
43 O -4.38 3.06 -3.57
44 H -2.76 2.49 -5.40
45 C -0.80 1.09 -2.99
46 C 1.33 -0.06 -3.90
47 O 2.25 -0.20 0.60
48 H -3.46 2.20 -1.17
49 H 1.83 4.58 -0.82
50 C -1.15 0.84 3.83
51 N 0.24 -2.07 0.36
52 H -3.46 0.98 0.80
53 H 1.34 -1.15 -3.91
54 H -3.79 1.30 2.51
55 H -1.24 3.63 -0.05


Q: Among the records above, which one has the highest ΔE to the lowest compared entry with this formula, charge and spin?
A: C5H4O2


What did the fourth record say?
# C17H29NO5P2W

A structure of composition C17H29NO5P2W (ωB97M-V/def2-TZVPD, the OMol25 dataset).

Results
Total charge   +2
ΔE to the lowest compared entry with this formula, charge and spin   20.91 kcal per mole
HOMO level (spin up / spin down)   -14.150 / -14.165 eV

Positions of all 55 atoms, in Å:
1 H -0.88 3.39 2.99
2 C 1.62 3.52 -0.98
3 H -0.63 1.31 -5.13
4 H 2.26 4.13 1.95
5 H 0.92 3.42 -1.82
6 O 0.92 -0.35 2.29
7 P -1.42 1.23 2.08
8 O 0.84 0.12 -1.62
9 H 2.24 -2.83 0.60
10 P 0.90 2.75 0.49
11 H 2.35 0.27 -3.68
12 C -2.84 2.02 -2.04
13 C -1.24 1.51 -4.26
14 H 0.35 -2.45 -0.57
15 C 1.45 -2.38 1.20
16 C -5.28 3.36 -2.51
17 H 2.55 3.01 -1.23
18 H -0.59 -2.49 0.77
19 C 2.06 3.06 1.85
20 C -3.15 0.76 1.82
21 H 3.00 2.55 1.63
22 C 1.73 -0.93 1.52
23 O -1.31 0.97 -0.63
24 H -5.63 2.44 -2.03
25 W 0.23 0.40 0.33
26 H -6.12 3.87 -2.97
27 H -1.25 -0.23 3.99
28 H 1.04 0.30 -4.87
29 H -0.39 4.73 1.03
30 C 0.44 0.39 -2.79
31 C -1.37 3.08 2.06
32 C -3.25 2.43 -3.32
33 C -1.64 1.36 -1.89
34 H -4.82 4.01 -1.77
35 H -2.39 3.47 2.11
36 H 1.67 2.68 2.78
37 H -0.15 1.13 4.14
38 C -2.42 2.16 -4.43
39 H 1.21 -2.97 2.07
40 H -3.26 -0.31 1.99
41 C -0.63 3.68 0.86
42 H -1.88 1.36 4.44
43 O -4.38 3.06 -3.57
44 H -2.76 2.49 -5.40
45 C -0.80 1.09 -2.99
46 C 1.33 -0.06 -3.90
47 O 2.25 -0.20 0.60
48 H -3.46 2.20 -1.17
49 H 1.83 4.58 -0.82
50 C -1.15 0.84 3.83
51 N 0.24 -2.07 0.36
52 H -3.46 0.98 0.80
53 H 1.34 -1.15 -3.91
54 H -3.79 1.30 2.51
55 H -1.24 3.63 -0.05